# 1
51
Properties=species:S:1:pos:R:3 method="wB97M-V/def2-TZVPD" lumo_energy_ha=-0.104 de_lowest_kcal_mol=0.00 total_energy_ev=-187750.3477 gap_ev=7.735
Mg 2.700 0.761 -0.550
N 3.234 0.746 -2.385
S 2.582 1.139 -3.809
O 2.199 0.063 -4.635
O 3.219 2.281 -4.347
F 1.221 1.731 -3.252
S 4.756 0.266 -2.922
O 5.669 1.317 -3.081
O 4.866 -0.901 -3.695
F 5.113 -0.239 -1.419
N 1.036 0.676 0.238
S 0.344 1.430 1.596
O -0.026 0.504 2.590
O -0.384 2.589 1.305
F 1.744 1.963 2.134
S -0.316 0.034 -0.379
O -1.265 0.902 -0.961
O -0.747 -1.163 0.231
F 0.442 -0.489 -1.693
Cl -3.458 4.946 -1.799
C -2.877 3.744 -0.605
C -3.501 3.971 0.753
Cl -2.535 5.122 1.727
H -1.800 3.872 -0.585
H -3.131 2.745 -0.951
H -3.532 3.031 1.299
H -4.518 4.344 0.680
Cl 2.051 -2.131 4.176
C 0.959 -2.642 2.857
C -0.480 -2.734 3.290
Cl -0.712 -3.953 4.582
H 1.292 -3.640 2.585
H 1.043 -1.935 2.038
H -1.112 -3.063 2.468
H -0.879 -1.801 3.678
Cl -5.598 1.981 3.354
C -3.928 1.516 3.792
C -3.558 0.167 3.224
Cl -3.573 0.186 1.426
H -3.910 1.415 4.876
H -3.281 2.311 3.432
H -4.270 -0.606 3.493
H -2.530 -0.054 3.503
Cl 3.224 -5.582 -3.253
C 1.883 -4.491 -3.729
C 2.314 -3.054 -3.598
Cl 2.454 -2.640 -1.842
H 1.059 -4.718 -3.061
H 1.660 -4.705 -4.771
H 1.558 -2.393 -4.017
H 3.298 -2.821 -3.986

=====

# 2
30
Properties=species:S:1:pos:R:3 method="wB97M-V/def2-TZVPD" lumo_energy_ha="-0.088 / -0.098" multiplicity=2 total_energy_ev=-54948.5830 charge=+1 gap_ev="8.777 / 8.090"
V 0.156 1.577 -0.970
C -1.240 0.611 1.829
C -2.289 0.898 0.800
O -1.761 0.583 -0.497
C -1.930 -0.775 -0.927
C -1.119 -0.891 -2.184
O 0.213 -0.415 -1.922
C 1.127 -1.398 -1.422
C 2.320 -0.626 -0.945
O 1.900 0.360 0.002
C 1.797 -0.079 1.352
C 1.122 1.043 2.079
O -0.103 1.367 1.423
H -1.000 -0.455 1.884
H -1.588 0.940 2.811
H -2.497 1.965 0.789
H -3.213 0.352 0.983
H -2.981 -0.980 -1.130
H -1.580 -1.459 -0.150
H -1.528 -0.233 -2.947
H -1.103 -1.911 -2.565
H 1.407 -2.091 -2.215
H 0.658 -1.959 -0.609
H 2.757 -0.074 -1.773
H 3.072 -1.293 -0.523
H 2.791 -0.251 1.769
H 1.224 -1.009 1.414
H 1.740 1.935 2.013
H 0.954 0.798 3.128
Cl 0.695 3.472 -1.498

=====

# 3
36
Properties=species:S:1:pos:R:3 method="wB97M-V/def2-TZVPD" lumo_energy_ha="-0.115 / -0.115" de_lowest_kcal_mol=2.16 multiplicity=2 total_energy_ev=-90029.3300 charge=+1 gap_ev="8.095 / 8.059"
Ni -0.625 0.105 0.039
N -0.465 0.104 -2.860
C 0.806 0.844 -3.173
C 1.996 0.094 -2.579
C 2.270 0.300 -1.085
N 1.344 -0.467 -0.222
C 2.218 1.778 -0.710
C 0.959 2.509 -1.172
N -0.218 2.144 -0.336
C 0.713 2.284 -2.666
H -0.458 -0.885 -3.123
H -1.301 0.537 -3.247
H -0.530 0.089 -1.805
H 0.887 0.850 -4.260
H 2.878 0.456 -3.113
H 1.934 -0.973 -2.815
H 3.290 -0.056 -0.916
H 1.715 -0.470 0.726
H 1.311 -1.449 -0.494
H 3.077 2.277 -1.165
H 2.348 1.896 0.369
H 1.139 3.581 -1.053
H -1.027 2.668 -0.663
H -0.055 2.492 0.607
H 1.494 2.835 -3.195
H -0.227 2.747 -2.983
F -0.602 -3.594 1.356
C -1.610 -2.733 1.458
F -2.523 -3.214 2.301
F -1.115 -1.583 2.010
S -2.419 -2.350 -0.184
O -1.183 -1.623 -0.811
O -2.572 -3.681 -0.755
O -2.660 0.866 0.856
S -4.668 2.523 0.088
C -3.536 1.571 0.556

=====

# 4
36
Properties=species:S:1:pos:R:3 method="wB97M-V/def2-TZVPD" lumo_energy_ha="-0.288 / -0.294" de_lowest_kcal_mol=5.72 multiplicity=4 total_energy_ev=-73184.6530 charge=+2 gap_ev="6.471 / 7.118"
V -1.594 -1.840 -0.237
C 0.947 -0.665 -5.133
C 0.941 -1.785 -4.169
N 1.544 -2.918 -4.286
N 1.267 -3.603 -3.146
C 0.500 -2.926 -2.301
S -0.055 -3.414 -0.775
N 0.276 -1.752 -2.939
N -0.484 -0.718 -2.398
H 1.521 -0.961 -6.007
H 1.422 0.213 -4.690
H -0.063 -0.398 -5.445
H 1.651 -4.527 -3.012
H 0.121 0.056 -2.143
H -1.157 -0.391 -3.083
I -3.924 -2.681 -1.199
I -5.064 -4.110 0.762
C -0.279 3.309 2.360
C 0.660 2.559 3.301
C 2.062 2.424 2.713
C 0.083 1.182 3.704
N -0.484 0.450 2.578
C -1.780 0.330 2.235
N -1.825 -0.387 1.138
N -0.552 -0.695 0.848
N 0.265 -0.210 1.700
H 0.055 4.339 2.246
H -1.304 3.340 2.739
H -0.277 2.858 1.364
H 0.727 3.107 4.243
H 2.051 1.821 1.803
H 2.749 1.968 3.427
H 2.454 3.409 2.462
H -0.714 1.309 4.434
H 0.873 0.566 4.130
H -2.616 0.742 2.776

=====

# 5
28
Properties=species:S:1:pos:R:3 method="wB97M-V/def2-TZVPD" lumo_energy_ha=-0.144 de_lowest_kcal_mol=47.74 total_energy_ev=-21672.9298 charge=+1 gap_ev=7.821
C 1.437 0.212 0.864
C -2.249 0.723 -0.200
C -0.988 0.326 -1.833
C -1.225 1.544 -0.970
C 2.285 -3.540 0.680
C -0.452 3.258 0.725
C 1.137 -2.686 0.871
C -0.031 2.047 -0.143
N 0.419 0.969 0.742
N 0.161 -2.493 0.059
O -1.757 -0.464 -0.820
I 2.919 0.490 -0.603
H -2.298 0.526 0.892
H -3.227 0.829 -0.498
H -1.630 0.361 -2.674
H -0.062 -0.086 -1.923
H -1.551 2.413 -1.481
H 2.267 -4.316 -0.257
H 2.266 -4.345 1.468
H 3.162 -2.986 0.716
H -1.053 3.879 -0.050
H 0.487 3.695 1.221
H -1.277 3.115 1.404
H 1.282 -1.905 1.609
H 0.825 2.479 -0.582
H 0.012 -3.131 -0.639
H -0.439 0.716 1.275
H -0.417 -1.629 0.147

=====

# 6
35
Properties=species:S:1:pos:R:3 method="wB97M-V/def2-TZVPD" lumo_energy_ha="0.077 / 0.054" de_lowest_kcal_mol=18.21 multiplicity=5 total_energy_ev=-232841.6015 charge=-1 gap_ev="3.999 / 5.131"
Ir 0.786 -0.574 -0.554
O 1.023 2.338 -3.630
C 1.253 1.491 -2.584
O 0.314 0.971 -1.921
C 2.783 1.279 -2.449
O 3.106 0.666 -1.169
C 3.168 1.629 0.002
C 2.253 1.238 1.123
O 2.526 1.342 2.302
O 0.984 0.964 0.753
H 0.037 2.478 -3.684
H 3.289 2.274 -2.529
H 3.217 0.573 -3.209
H 2.904 2.666 -0.318
H 4.202 1.599 0.450
Se 0.896 -1.879 -2.753
Se 1.697 -3.978 -2.471
Te 1.643 -4.543 0.319
Se 1.271 -2.165 1.171
C -3.978 -0.928 0.987
Si -2.217 -0.318 1.145
C -2.027 1.507 1.538
C -1.603 -1.449 2.573
C -1.197 -1.138 -0.234
H -4.330 -1.226 2.008
H -4.051 -1.804 0.356
H -4.641 -0.125 0.628
H -2.889 1.892 2.078
H -1.980 2.038 0.614
H -1.045 1.609 2.019
H -2.415 -1.428 3.320
H -0.663 -1.299 3.123
H -1.489 -2.479 2.213
H -1.125 -2.238 0.024
H -1.706 -0.984 -1.244

=====

# 7
25
Properties=species:S:1:pos:R:3 method="wB97M-V/def2-TZVPD" lumo_energy_ha=-0.140 de_lowest_kcal_mol=79.32 total_energy_ev=-10035.8358 charge=+1 gap_ev=10.694
C -2.172 -2.075 0.007
C -1.749 -2.441 -1.026
C -1.846 1.738 0.736
C 1.363 -1.948 -0.360
C 1.597 1.897 0.507
C 1.777 -0.648 0.346
C -1.224 1.181 -0.621
C 1.016 0.597 0.203
N -0.170 0.357 -0.201
H -2.465 -1.678 0.942
H -1.016 1.903 1.475
H -2.473 2.568 0.388
H -2.469 0.911 1.062
H 2.194 -2.685 -0.516
H 0.452 -2.382 0.180
H 1.058 -1.748 -1.417
H 1.275 2.710 -0.114
H 2.669 1.757 0.353
H 1.515 2.148 1.597
H -1.167 -2.907 -1.790
H 2.036 -0.820 1.312
H 2.756 -0.482 -0.176
H -0.836 2.099 -1.286
H -1.898 0.581 -1.130
H -0.221 -0.634 -0.472

=====

# 8
26
Properties=species:S:1:pos:R:3 method="wB97M-V/def2-TZVPD" lumo_energy_ha=0.031 de_lowest_kcal_mol=78.02 smiles=Cc1c[nH]cn1.CC(C)C total_energy_ev=-11532.6015 gap_ev=9.078
C 1.459 0.236 2.624
C 0.502 1.320 2.231
C 0.748 2.726 2.389
N -0.427 3.493 2.012
C -1.266 2.599 1.491
N -0.809 1.269 1.766
H 1.687 -0.436 1.847
H 0.923 -0.522 3.189
H 2.377 0.695 2.935
H 1.720 3.014 2.844
H -0.333 4.511 1.709
H -2.108 2.802 0.787
C -0.884 -1.359 -3.217
C -0.127 -2.308 -2.332
C -0.896 -3.739 -2.358
C 1.318 -2.506 -2.880
H -0.661 -0.258 -2.900
H -1.934 -1.512 -3.204
H -0.608 -1.375 -4.255
H 0.135 -1.819 -1.350
H -1.135 -3.922 -3.505
H -0.138 -4.386 -2.113
H -1.584 -4.052 -1.634
H 2.013 -1.695 -2.826
H 1.734 -3.134 -1.966
H 1.450 -3.062 -3.692

=====

# 9
27
Properties=species:S:1:pos:R:3 method="wB97M-V/def2-TZVPD" lumo_energy_ha=0.023 de_lowest_kcal_mol=263.97 total_energy_ev=-13572.0944 gap_ev=9.336
C -1.677 1.875 -0.569
C -1.032 1.426 0.866
C -1.752 0.049 1.108
C -1.521 -0.805 -0.041
C -0.248 -0.868 -0.908
C 0.633 -1.353 0.160
C 1.878 -0.633 0.719
C 2.496 0.220 -0.318
H -2.709 2.884 -0.063
H -0.692 2.656 -1.071
H -1.663 0.783 -1.230
H 0.100 1.284 1.000
H -1.300 2.164 1.494
H -3.055 0.310 0.979
H -1.489 -0.608 2.006
H -2.167 -1.753 -0.149
H -1.906 -0.364 -1.017
H -0.004 -0.032 -1.322
H -0.498 -1.754 -1.659
H 2.649 -1.224 1.221
H 1.516 0.026 1.548
H 1.609 0.707 -0.962
H 3.444 0.985 -0.083
H 3.868 -0.110 -1.595
N -0.168 -2.397 1.012
N 0.621 -2.861 0.152
O 3.065 -0.609 -1.280

=====

# 10
27
Properties=species:S:1:pos:R:3 method="wB97M-V/def2-TZVPD" lumo_energy_ha="0.011 / 0.021" de_lowest_kcal_mol=203.13 smiles=CC(C)C[C@@]1(N[O-])[C@@H]2[C@H]1[N@H+]2C total_energy_ev=-13574.7328 gap_ev="7.766 / 7.269"
C 1.848 -1.064 -0.287
C 1.876 0.311 0.420
C 3.329 1.106 0.265
C 0.773 1.187 -0.200
C -0.692 0.774 0.071
N -1.613 1.978 0.360
O -1.382 3.120 -0.056
C -1.502 0.008 -0.930
C -1.042 -0.457 0.853
N -1.573 -1.332 -0.294
C -2.854 -2.079 -0.104
H 1.481 -0.876 -1.243
H 1.175 -1.785 0.252
H 2.809 -1.629 -0.462
H 1.940 0.268 1.543
H 3.385 1.558 -0.776
H 4.188 0.372 0.394
H 3.499 1.849 1.098
H 0.804 1.319 -1.225
H 0.902 2.202 0.202
H -2.614 1.690 0.342
H -2.549 0.407 -1.272
H -1.775 -0.392 1.692
H -0.908 -1.965 -0.572
H -2.781 -3.110 -0.443
H -3.129 -2.034 0.956
H -3.595 -1.427 -0.583

=====

# 11
30
Properties=species:S:1:pos:R:3 method="wB97M-V/def2-TZVPD" lumo_energy_ha=0.025 de_lowest_kcal_mol=74.53 smiles="CC(C)(C)O[C@](N)(C=O)[C@H](N)C(=O)O" total_energy_ev=-19723.5473 gap_ev=9.779
C 2.062 0.624 -1.636
C 1.458 0.648 -0.228
C 1.215 2.000 0.309
C 2.375 -0.285 0.628
O 0.287 -0.029 -0.396
C -0.580 -0.491 0.609
N -0.701 -0.087 1.978
C -0.211 -2.061 0.772
O -0.132 -2.992 0.043
C -2.041 -0.542 -0.039
N -1.938 -1.268 -1.280
C -2.760 0.813 -0.273
O -2.480 1.790 0.396
O -3.680 0.821 -1.234
H 1.978 -0.372 -2.110
H 1.250 1.133 -2.250
H 3.039 1.094 -1.785
H 0.688 1.975 1.222
H 0.691 2.483 -0.380
H 2.183 2.399 0.507
H 2.324 -0.339 1.704
H 2.174 -1.307 0.349
H 3.348 -0.007 0.324
H 0.083 0.023 2.676
H -1.487 0.632 2.094
H -0.017 -2.219 1.796
H -2.658 -1.012 0.804
H -0.953 -1.102 -1.695
H -1.738 -2.339 -1.130
H -3.779 0.016 -1.777

=====

# 12
30
Properties=species:S:1:pos:R:3 method="wB97M-V/def2-TZVPD" lumo_energy_ha=0.023 de_lowest_kcal_mol=6.87 smiles="CC(C)[C@H](N)C(=O)N[C@@H](CO)C(=O)O" total_energy_ev=-19726.4815 gap_ev=10.115
C -2.933 2.491 2.311
C -2.202 1.149 1.860
C -3.257 0.318 0.967
C -0.832 1.394 1.106
N -0.859 2.150 -0.162
C -0.149 0.045 0.786
O -0.270 -0.854 1.579
N 0.395 -0.043 -0.479
C 1.335 -1.142 -0.759
C 0.811 -1.921 -1.997
O -0.506 -2.392 -1.760
C 2.752 -0.576 -1.022
O 2.992 0.584 -1.176
O 3.657 -1.584 -1.102
H -3.844 2.275 2.882
H -2.314 3.169 2.874
H -3.267 3.029 1.397
H -1.933 0.506 2.727
H -3.543 0.874 0.067
H -2.839 -0.644 0.634
H -4.174 0.139 1.563
H -0.198 1.934 1.799
H -0.920 3.158 0.051
H -1.702 1.946 -0.713
H 0.681 0.817 -0.871
H 1.355 -1.795 0.117
H 0.854 -1.244 -2.870
H 1.467 -2.756 -2.194
H -1.021 -1.597 -1.531
H 4.536 -1.145 -1.277

=====

# 13
31
Properties=species:S:1:pos:R:3 method="wB97M-V/def2-TZVPD" lumo_energy_ha=0.022 de_lowest_kcal_mol=50.31 total_energy_ev=-30559.7594 gap_ev=9.088
C -0.856 -1.361 2.713
C -0.176 -1.009 1.406
C 1.166 -0.520 1.574
O 1.895 -0.771 2.499
O 1.613 0.377 0.599
S 2.242 1.665 1.328
N 1.377 1.888 2.536
O 3.668 1.647 1.332
O 1.835 2.699 0.161
C -0.785 -1.280 0.218
N -2.049 -1.780 0.186
C -0.147 -1.118 -1.129
C -0.879 -0.107 -2.030
C -0.049 0.129 -3.289
C -1.123 1.204 -1.288
H -1.812 -0.845 2.795
H -0.222 -1.039 3.533
H -1.019 -2.437 2.806
H 1.848 2.422 3.240
H 2.536 2.740 -0.493
H -2.402 -2.169 -0.670
H -2.483 -2.078 1.041
H -0.141 -2.094 -1.626
H 0.883 -0.796 -1.003
H -1.848 -0.526 -2.328
H -0.581 0.774 -3.984
H 0.894 0.606 -3.029
H 0.169 -0.812 -3.792
H -0.195 1.586 -0.870
H -1.536 1.949 -1.965
H -1.825 1.056 -0.471

=====

# 14
29
Properties=species:S:1:pos:R:3 method="wB97M-V/def2-TZVPD" lumo_energy_ha="0.111 / 0.108" de_lowest_kcal_mol=0.00 multiplicity=3 total_energy_ev=-34902.7308 charge=-1 gap_ev="3.751 / 6.561"
C 0.690 0.702 -3.195
C 0.238 0.089 -4.326
C -0.269 -1.218 -4.365
C -0.171 -2.190 -3.346
C 0.157 -1.934 -2.057
Pt -0.134 -0.080 -1.647
P -0.076 2.043 -0.783
H 1.264 1.649 -3.221
H 0.307 0.634 -5.274
H -0.624 -1.572 -5.337
H 0.307 -2.711 -1.291
H -0.367 -3.225 -3.621
H -1.264 2.516 -0.132
H 0.210 3.020 -1.779
H 1.028 2.149 0.120
C 1.500 -0.437 3.294
N 0.650 -0.886 2.185
C -0.399 -0.224 1.717
S -1.239 -0.782 0.303
N -0.845 0.880 2.397
C -1.307 0.718 3.790
H 1.291 0.616 3.507
H 2.551 -0.550 3.007
H 1.302 -1.039 4.191
H 0.974 -1.668 1.607
H -1.501 1.427 1.830
H -1.064 1.635 4.331
H -2.394 0.570 3.821
H -0.815 -0.131 4.273

=====

# 15
27
Properties=species:S:1:pos:R:3 method="wB97M-V/def2-TZVPD" lumo_energy_ha=-0.165 de_lowest_kcal_mol=19.78 total_energy_ev=-13018.5696 charge=+1 gap_ev=9.560
C -1.677 1.459 -0.243
C -1.322 1.245 -1.703
C 1.385 -1.740 1.596
C 1.704 -0.251 1.586
C 0.015 -1.950 0.964
C 0.121 0.737 -1.715
C 1.662 0.292 0.161
C -0.012 -1.373 -0.448
N -0.954 0.930 0.654
N -2.762 2.192 0.019
N 0.384 0.028 -0.472
H -2.024 0.522 -2.127
H -1.420 2.176 -2.262
H 2.144 -2.294 1.041
H 1.384 -2.110 2.619
H 0.965 0.286 2.181
H 2.692 -0.060 2.003
H -0.228 -3.011 0.911
H -0.746 -1.451 1.565
H 0.290 0.076 -2.569
H 0.808 1.584 -1.786
H 1.838 1.369 0.167
H 2.441 -0.189 -0.443
H 0.691 -1.926 -1.083
H -1.013 -1.467 -0.873
H -3.312 2.596 -0.718
H -3.050 2.332 0.973

=====

# 16
30
Properties=species:S:1:pos:R:3 method="wB97M-V/def2-TZVPD" lumo_energy_ha="-0.117 / -0.236" de_lowest_kcal_mol=0.00 multiplicity=3 total_energy_ev=-27943.7121 charge=+1 gap_ev="6.257 / 6.963"
C 0.601 -2.608 1.028
C 1.824 -2.033 1.271
C -0.729 -2.021 0.992
C -0.979 0.340 1.282
C -2.679 1.928 -1.056
C -0.660 1.963 -2.714
C 3.561 -0.393 1.465
C -1.150 2.073 -1.263
N 2.222 -0.767 1.460
N -0.990 -0.842 1.599
N -1.823 -2.549 0.427
O 0.135 -0.279 -1.065
O 0.969 1.578 0.417
S -0.129 0.933 -0.313
H 0.761 -3.663 0.604
H 2.661 -2.773 1.338
H -1.340 0.998 2.026
H -2.887 0.819 -1.115
H -3.158 2.018 -0.108
H -3.271 2.548 -1.701
H -0.767 0.862 -3.012
H 0.497 2.101 -2.757
H -1.182 2.750 -3.295
H 3.849 0.198 0.632
H 3.795 0.192 2.347
H 4.385 -1.115 1.320
H -0.952 3.065 -0.846
H 1.598 -0.091 1.192
H -1.697 -3.453 -0.168
H -2.466 -1.782 0.014